No. 1
C5H9NO in the gas phase. Source: OMol25; level of theory: wB97M-V/def2-TZVPD.

Summary:
* relative energy (zero: lowest compared OMol25 entry of this formula, charge and spin): 107.2 kcal/mol
* HOMO energy: -6.976 eV
* maximum force: 0.0085 Eh/bohr

Last columns: bonded neighbours and bond lengths (Å).
Atoms and positions in Å:
1 C -2.0406 -0.1064 1.4263  O7 1.673, H8 1.106, H10 1.107
2 C 0.5174 0.4891 0.0936  C3 1.521, C4 1.560, C6 1.509, H9 1.091
3 C -0.1207 1.4555 -0.8929  C2 1.521, H11 1.095, H12 1.093, H13 1.097
4 C 1.7599 -0.3154 -0.3986  C2 1.560, N5 1.471, H14 1.094, H15 1.094
5 N 0.8953 -1.5055 -0.3762  C4 1.471, C6 1.341, H16 1.010
6 C -0.1476 -0.8633 0.1710  C2 1.509, N5 1.341, O7 1.238
7 O -1.2225 -1.3066 0.5951  C1 1.673, C6 1.238
8 H -2.9983 -0.2106 0.8836  C1 1.106
9 H 0.6045 0.9350 1.0855  C2 1.091
10 H -2.2023 -0.7223 2.3323  C1 1.107
11 H 0.4553 2.3845 -0.9540  C3 1.095
12 H -1.1309 1.6787 -0.5404  C3 1.093
13 H -0.1758 1.0179 -1.8972  C3 1.097
14 H 2.1392 -0.0606 -1.3921  C4 1.094
15 H 2.5799 -0.3762 0.3231  C4 1.094
16 H 1.0872 -2.4938 -0.4591  N5 1.010



No. 2
C15H15NO5 in the gas phase. Source: OMol25; level of theory: wB97M-V/def2-TZVPD.

Summary:
* relative energy (zero: lowest compared OMol25 entry of this formula, charge and spin): 126.0 kcal/mol
* HOMO energy: -9.690 eV
* maximum force: 0.1045 Eh/bohr

Last columns: bonded neighbours and bond lengths (Å).
Atoms and positions in Å:
1 O -1.5600 -0.4979 -1.0586  C6 1.212
2 O 1.3669 0.5320 2.0407  C7 1.186
3 O -1.5109 2.6590 -0.2833  C8 1.253
4 O 0.7040 -2.3801 -1.0272  N15 1.273
5 O 0.4800 -4.5442 -0.5486  N15 1.278
6 C -1.0404 -0.5287 0.0363  O1 1.212, C13 1.518, C16 1.532
7 C 1.0991 0.4924 0.8855  O2 1.186, C16 1.558, C19 1.510
8 C -0.5544 1.8707 -0.4665  O3 1.253, C16 1.516, C21 1.532
9 C -2.1077 -2.4833 3.2014  C10 1.424, C11 1.467, H22 1.025
10 C -1.3875 -3.7066 3.0910  C9 1.424, C12 1.494, H23 1.113
11 C -1.9169 -1.5077 2.1229  C9 1.467, C13 1.381, H24 1.108
12 C -0.7469 -3.9724 1.7682  C10 1.494, C14 1.404, H25 1.034
13 C -1.1825 -1.7149 0.9722  C6 1.518, C11 1.381, C14 1.397
14 C -0.6109 -2.9764 0.7874  C12 1.404, C13 1.397, N15 1.420
15 N 0.2137 -3.3163 -0.3170  O4 1.273, O5 1.278, C14 1.420
16 C -0.4000 0.7627 0.5564  C6 1.532, C7 1.558, C8 1.516, H26 1.063
17 C -0.3429 2.5612 -2.7998  C21 1.548, H27 1.134, H28 1.113, H29 1.136
18 C 1.3347 3.5714 -1.2357  C21 1.562, H30 1.146, H31 1.141, H32 1.098
19 C 2.0862 0.5582 -0.2550  C7 1.510, C20 1.565, H33 1.058, H34 1.075
20 C 1.4535 1.0479 -1.5998  C19 1.565, C21 1.586, H35 1.172, H36 1.082
21 C 0.4784 2.2957 -1.5144  C8 1.532, C17 1.548, C18 1.562, C20 1.586
22 H -2.6277 -2.2687 4.0585  C9 1.025
23 H -1.5385 -4.5197 3.8363  C10 1.113
24 H -2.1912 -0.4679 2.3876  C11 1.108
25 H -0.3841 -4.9394 1.7215  C12 1.034
26 H -0.9377 1.1192 1.4009  C16 1.063
27 H -0.5746 3.6666 -2.9016  C17 1.134
28 H 0.2851 2.4638 -3.7139  C17 1.113
29 H -1.2580 1.8966 -2.9074  C17 1.136
30 H 0.8481 4.6088 -1.2262  C18 1.146
31 H 1.9627 3.6084 -0.2843  C18 1.141
32 H 2.1044 3.6888 -2.0092  C18 1.098
33 H 2.5346 -0.3791 -0.4533  C19 1.058
34 H 2.8475 1.2598 0.0360  C19 1.075
35 H 2.2648 1.3098 -2.4041  C20 1.172
36 H 0.8094 0.2303 -1.8969  C20 1.082



No. 3
2 unconnected molecules or ions with the total composition C2H4BrCl. Source: OMol25; level of theory: wB97M-V/def2-TZVPD.

Summary:
* relative energy (zero: lowest compared OMol25 entry of this formula, charge and spin): 101.7 kcal/mol
* HOMO energy (spin up / spin down): -8.858 / -8.524 eV
* maximum force: 0.0490 Eh/bohr

Last columns: bonded neighbours and bond lengths (Å).
Atoms and positions in Å:
1 C 0.5709 -0.4652 -0.4350  H5 1.087, H6 1.038, H7 1.065
2 C -0.7583 1.6461 0.9580  Cl3 1.713, Br4 1.860, H8 1.140
3 Cl -0.6593 2.9880 -0.1025  C2 1.713
4 Br -0.0385 1.7635 2.6685  C2 1.860
5 H -0.0167 -1.1673 -1.0201  C1 1.087
6 H 1.4457 0.0165 -0.7199  C1 1.038
7 H 0.4462 -0.3143 0.6121  C1 1.065
8 H -1.7986 1.2204 0.7677  C2 1.140



maximum force of number 3 (C2H4BrCl)? 0.0490 Eh/bohr